Molecular formula: C26H84BClFN31O21P
Method: DFT, ωB97M-V/def2-TZVPD

Properties
Charge: +1
Frontier orbital gap, Eh: 0.2942
2S+1: 1
LUMO, eV: -1.90

Geometry (Å):
C: 3.551723 -3.375730 -0.249841
C: 3.150662 -1.859420 -0.420220
C: 2.892222 -1.549372 -1.949064
O: 1.465415 -1.304003 -2.105610
C: 0.834560 -2.468076 -2.584646
C: -0.689929 -2.489175 -2.270517
C: -1.583180 -3.580557 -3.004496
C: -1.881598 -4.517926 -1.729087
B: -3.003792 -5.585764 -2.186821
O: -3.334993 -6.783549 -1.517725
O: -3.718399 -5.315016 -3.395189
C: -2.173425 -3.519679 -0.540167
C: -3.481170 -2.648535 -0.531837
C: -4.780750 -3.371178 -0.040246
C: -5.993379 -2.525275 -0.604662
Cl: -5.662682 -0.722716 -0.402861
P: -1.788777 -4.559540 0.984766
O: -0.393572 -5.154276 0.950003
O: -2.834529 -5.832122 1.200370
O: -1.901192 -3.605732 2.359069
N: -1.115956 -2.460282 -0.811333
F: -0.028503 -2.440308 0.034681
H: 4.513671 -3.536452 -0.802724
H: 2.794415 -4.039348 -0.740677
H: 3.613944 -3.695227 0.815713
H: 3.997159 -1.243893 -0.059295
H: 2.247293 -1.614413 0.184600
H: 3.454623 -0.635538 -2.252516
H: 3.206026 -2.386521 -2.618308
H: 0.922637 -2.456536 -3.707220
H: 1.289159 -3.432483 -2.254075
H: -1.069226 -1.522463 -2.700791
H: -0.926923 -4.206617 -3.652598
H: -2.446104 -3.093518 -3.491765
H: -0.848221 -4.908200 -1.533309
H: -2.671305 -7.472397 -1.634606
H: -3.304461 -5.824650 -4.103248
H: -3.581576 -2.163985 -1.532470
H: -3.294038 -1.812814 0.193496
H: -4.905697 -4.419294 -0.402213
H: -4.818745 -3.414616 1.078554
H: -6.867386 -2.754957 0.035844
H: -6.162254 -2.688014 -1.687754
H: -3.732232 -5.647937 0.882603
H: -1.249446 -3.940071 2.993027
H: -1.431023 -1.482330 -0.726745
C: 6.733467 -4.391507 -2.541227
O: 6.391441 -3.961406 -1.446395
N: 6.915767 -3.580792 -3.622636
N: 6.958846 -5.706681 -2.779441
H: 7.189300 -3.917149 -4.528052
H: 6.758439 -2.597563 -3.491693
H: 6.831572 -6.341328 -2.012819
H: 7.242071 -6.069319 -3.675169
C: 4.317080 0.092724 2.776126
O: 4.625696 -0.734105 1.913093
N: 4.223051 1.418526 2.504186
N: 4.039747 -0.259310 4.057040
H: 3.958192 2.120507 3.181402
H: 4.422125 1.707414 1.562523
H: 4.095661 -1.250081 4.296783
H: 3.785281 0.400351 4.766614
C: -4.163114 2.394862 -2.523038
O: -4.022198 1.573660 -3.425872
N: -4.058015 3.732962 -2.716673
N: -4.435176 2.026418 -1.240396
H: -4.169047 4.419491 -1.978201
H: -3.855966 4.045543 -3.648219
H: -4.515708 1.041418 -1.053648
H: -4.553162 2.677993 -0.486940
C: 9.429930 -5.659924 -6.001816
O: 8.380263 -6.155587 -5.603355
N: 10.282567 -6.329865 -6.819784
N: 9.829642 -4.404336 -5.660136
H: 11.145198 -5.948962 -7.158793
H: 10.020540 -7.259847 -7.092405
H: 9.228598 -3.878131 -5.053059
H: 10.683717 -3.986303 -5.976867
C: 2.235110 4.176285 4.575094
O: 2.616564 3.327821 3.772828
N: 2.087905 5.478339 4.236720
N: 1.921480 3.874565 5.866397
H: 1.765500 6.198693 4.868090
H: 2.309904 5.729575 3.290184
H: 2.015824 2.916940 6.150250
H: 1.606143 4.550742 6.534348
C: -4.007900 7.228486 -1.418423
O: -4.311752 6.072224 -1.139372
N: -4.716939 7.973186 -2.307452
N: -2.940471 7.855420 -0.861795
H: -4.487870 8.918014 -2.551194
H: -5.513434 7.538763 -2.737774
H: -2.394300 7.333084 -0.199868
H: -2.673934 8.797991 -1.074188
C: 0.845003 8.828415 6.025151
O: 1.242495 7.956673 5.250930
N: 0.696457 10.125293 5.646822
N: 0.517864 8.563686 7.317272
H: 0.372760 10.849538 6.260144
H: 0.929823 10.365108 4.691672
H: 0.613677 7.615573 7.630745
H: 0.191233 9.257622 7.962786
C: 7.474025 1.431957 -0.264340
O: 6.746074 2.370292 -0.562127
N: 6.999362 0.286422 0.287796
N: 8.823992 1.462752 -0.464010
H: 7.575876 -0.493306 0.539967
H: 6.006406 0.228308 0.453382
H: 9.208045 2.295876 -0.870259
H: 9.439443 0.708390 -0.228448
C: -7.710249 -3.441356 -4.182193
O: -7.029396 -3.764937 -3.212713
N: -8.416513 -4.344109 -4.908327
N: -7.810099 -2.149910 -4.604487
H: -8.978586 -4.099040 -5.700426
H: -8.368559 -5.317901 -4.623027
H: -7.299037 -1.455541 -4.089102
H: -8.359302 -1.862369 -5.391408
C: -1.640785 9.527128 2.490771
O: -0.781725 10.241053 1.991881
N: -1.576773 9.114444 3.787977
N: -2.724414 9.087056 1.795566
H: -2.265431 8.530755 4.223173
H: -0.780074 9.421392 4.325636
H: -2.798796 9.374709 0.838377
H: -3.442014 8.500975 2.181609
C: 3.904116 10.405156 3.562486
O: 3.137980 11.266180 3.153732
N: 3.463780 9.277186 4.180580
N: 5.257410 10.507171 3.433724
H: 4.067581 8.556624 4.527935
H: 2.469432 9.172710 4.289181
H: 5.613760 11.329237 2.981795
H: 5.902589 9.814286 3.761153
C: -6.433660 8.129737 0.586296
O: -5.426948 8.037658 1.276341
N: -7.066597 9.315175 0.374561
N: -7.001750 7.055007 -0.025148
H: -7.891544 9.415036 -0.185480
H: -6.673503 10.129172 0.811875
H: -6.559829 6.163501 0.109790
H: -7.825196 7.107422 -0.593822
C: -0.751898 -8.699421 4.021009
O: -0.062937 -8.980767 4.989001
N: -1.452712 -9.637003 3.323241
N: -0.878027 -7.425471 3.557087
H: -2.023622 -9.428193 2.526845
H: -1.383299 -10.587602 3.637202
H: -0.374502 -6.710182 4.047167
H: -1.437130 -7.171119 2.764160
C: -8.444902 -7.595561 -6.351510
O: -8.712331 -7.149729 -5.241914
N: -8.196001 -6.795853 -7.424699
N: -8.374410 -8.929430 -6.600721
H: -7.975835 -7.142136 -8.339030
H: -8.236590 -5.804825 -7.277599
H: -8.552642 -9.549276 -5.831317
H: -8.158014 -9.318739 -7.498394
C: 5.053243 -3.742507 5.356885
O: 4.323454 -2.805804 5.057099
N: 4.577447 -4.891257 5.905683
N: 6.397404 -3.707724 5.163730
H: 5.155398 -5.669872 6.158042
H: 3.587724 -4.949658 6.061035
H: 6.780581 -2.872522 4.758136
H: 7.014451 -4.460824 5.399997

Cartesian forces, eV/Å:
C -0.25 0.32 -0.47
C 0.67 -1.00 -0.68
C 0.28 0.34 1.33
O -0.14 -0.85 -0.39
C -0.27 -0.58 -0.43
C -0.43 1.18 -2.91
C 1.54 -0.19 2.54
C -0.27 1.25 -1.27
B -1.22 -1.11 -0.83
O 0.64 1.30 -0.85
O 1.49 -0.02 1.65
C -0.59 -0.41 -0.17
C 0.46 -0.65 0.68
C -0.28 0.96 -0.67
C 0.49 -0.47 0.91
Cl -0.64 -1.04 0.18
P 3.30 -1.81 3.26
O -2.81 1.21 -0.57
O 0.67 2.51 -0.83
O -0.83 -0.84 -2.50
N 1.08 1.24 -0.44
F -0.01 -0.66 0.06
H -0.85 0.00 0.89
H 0.37 0.42 0.39
H 0.19 0.38 -0.78
H -0.72 -0.37 -0.11
H 0.70 0.04 -0.57
H -0.72 -0.55 0.10
H -0.16 0.53 0.50
H -0.46 -0.26 0.76
H -0.08 0.73 0.13
H 0.42 -0.50 0.83
H -0.77 0.77 0.01
H 0.49 -0.69 0.18
H -1.10 -0.38 0.27
H 0.01 -0.08 0.48
H -0.52 -0.10 -0.21
H -0.22 -0.57 0.57
H -0.14 -0.72 -0.59
H 0.11 0.70 -0.13
H 0.15 0.23 -0.87
H 0.30 0.31 -0.80
H -0.04 -0.09 0.79
H -0.05 -0.26 0.14
H 0.10 0.03 -0.11
H -0.56 -0.53 0.59
C -0.03 -0.22 0.33
O 0.30 0.00 -0.34
N 0.13 0.58 -0.29
N -0.03 -0.39 0.04
H -0.21 -0.22 0.01
H -0.01 -0.05 0.02
H 0.00 0.08 0.01
H 0.13 0.09 -0.11
C -0.14 0.52 0.14
O 0.18 0.04 0.13
N 0.31 0.00 -0.23
N 0.02 -0.67 -0.05
H -0.20 -0.17 -0.19
H 0.02 0.07 0.06
H 0.07 0.47 0.00
H -0.01 0.16 -0.16
C 0.14 0.27 -0.47
O -0.01 -0.10 0.23
N -0.06 -0.03 0.05
N 0.01 -0.36 0.40
H 0.05 0.00 -0.25
H 0.01 -0.04 0.02
H 0.08 0.34 -0.14
H 0.05 0.08 -0.08
C 0.01 -0.08 0.02
O 0.03 0.25 0.07
N -0.03 -0.29 -0.13
N -0.18 0.18 0.11
H -0.01 0.03 0.02
H 0.02 0.04 0.01
H 0.14 0.02 0.09
H 0.00 -0.03 -0.01
C 0.02 0.39 -0.41
O -0.06 0.00 0.40
N 0.08 -0.05 0.03
N 0.01 -0.39 0.26
H -0.01 -0.03 -0.18
H -0.03 -0.01 0.02
H -0.02 0.05 0.00
H 0.01 0.06 -0.07
C 0.28 0.26 0.13
O -0.03 0.04 0.04
N -0.31 -0.11 -0.20
N 0.05 -0.41 -0.18
H 0.05 -0.01 0.03
H 0.05 0.04 0.04
H -0.02 0.10 0.04
H 0.04 -0.06 -0.19
C -0.01 0.23 0.32
O -0.32 0.29 0.37
N 0.05 -0.22 -0.46
N 0.00 -0.32 0.04
H 0.05 0.02 0.01
H 0.11 0.33 0.12
H -0.01 0.05 0.04
H 0.02 0.03 -0.03
C -0.34 -0.07 0.09
O 0.14 -0.08 0.01
N -0.21 0.09 -0.15
N 0.39 0.24 -0.19
H -0.04 -0.02 0.01
H 0.06 -0.26 0.27
H -0.02 -0.03 0.03
H -0.06 -0.02 0.03
C -0.20 -0.08 -0.23
O 0.01 0.13 -0.06
N 0.34 -0.33 0.37
N 0.22 0.31 0.19
H -0.11 0.10 0.11
H -0.19 0.10 -0.30
H -0.03 0.02 -0.09
H -0.02 -0.03 0.01
C 0.05 0.13 -0.18
O -0.06 -0.08 0.10
N 0.19 0.06 0.35
N 0.19 0.04 0.09
H -0.03 -0.02 -0.08
H -0.44 -0.17 -0.18
H -0.17 0.02 0.33
H -0.20 0.05 -0.16
C -0.10 0.08 -0.07
O 0.04 -0.09 0.18
N -0.08 0.14 -0.02
N 0.29 0.23 -0.11
H -0.02 -0.02 -0.03
H 0.37 -0.42 -0.12
H -0.02 -0.04 0.01
H -0.04 -0.03 -0.01
C 0.02 -0.21 0.05
O -0.12 0.04 -0.06
N 0.04 0.42 0.02
N -0.06 -0.22 0.10
H 0.00 -0.04 0.02
H -0.04 -0.04 -0.01
H 0.11 0.05 -0.12
H -0.01 0.06 0.06
C 0.26 -0.07 0.38
O -0.14 0.06 -0.21
N -0.14 -0.35 -0.11
N -0.10 0.38 -0.01
H 0.02 0.04 0.02
H 0.01 0.04 0.00
H 0.07 -0.08 -0.04
H 0.08 -0.05 -0.05
C -0.02 -0.05 0.12
O 0.03 -0.17 -0.18
N 0.00 0.29 -0.07
N -0.01 -0.25 0.17
H -0.02 -0.03 0.02
H 0.08 -0.02 -0.03
H -0.01 0.02 -0.03
H -0.02 0.04 -0.01
C 0.10 0.01 -0.08
O -0.07 -0.50 0.28
N -0.31 -0.08 0.10
N 0.21 0.25 -0.08
H 0.02 0.02 -0.02
H 0.04 -0.02 -0.01
H -0.03 -0.05 -0.03
H -0.04 -0.02 0.00

Results of the Mulliken charge analysis, in e, for atoms 1 through 6: C -0.75; C 0.80; C -0.72; O -0.41; C -0.74; C -0.01